# C5H14N2O

A structure of composition C5H14N2O (ωB97M-V with the def2-TZVPD basis set, OMol25).

CARTESIAN COORDINATES (ANGSTROEM)
1 C 0.03654 0.95955 1.04288
2 C 1.65752 -0.98598 -1.03844
3 C 1.28901 0.62591 1.84580
4 C 0.18977 -0.96200 -0.69861
5 N -1.20243 0.45960 1.62682
6 O -0.40797 -1.82999 -0.10276
7 H -0.05003 2.05607 0.97664
8 H -1.26408 0.66528 2.62065
9 H -1.24047 -0.55031 1.50490
10 H 2.20012 -1.52309 -0.26527
11 H 1.78087 -1.49244 -1.99958
12 H 2.07674 0.01563 -1.11910
13 H 1.21549 0.99286 2.87591
14 H 1.41311 -0.45702 1.92317
15 H 2.18793 1.05891 1.40162
16 C -1.99048 -0.06387 -1.60560
17 N -0.53788 0.08403 -1.48270
18 H -0.08311 0.33440 -2.35552
19 H -0.18741 0.87378 -0.31720
20 H -2.41934 0.89877 -1.88684
21 H -2.40871 -0.31212 -0.63289
22 H -2.25517 -0.84797 -2.31390

Results
Net charge: 0
Relative energy (zero: lowest compared OMol25 entry of this formula, charge and spin), eV: 3.408
Highest occupied orbital energy, eV: -7.9
Energy, hartree: -383.5755
Kohn-Sham gap, eV: 8.686
Spin multiplicity: 1
Lowest unoccupied orbital energy, eV: 0.77

Mulliken atomic charge list, values in e, 5 entries: atom 1 (C): -0.166, atom 2 (C): -1.384, atom 3 (C): -1.192, atom 4 (C): 0.626, atom 5 (N): -0.570